Entry 1:
Molecular formula: C2H10NO2S
Method: DFT, the ωB97M-V functional and the def2-TZVPD basis

HOMO level: -2.793 eV
Total charge: -1
Calculated total energy: -18657.792 eV
Gap between HOMO and LUMO: 6.298 eV
Energy above the lowest of the compared OMol25 structures with the same formula, charge and spin: 17.0 kJ/mol
Strongest force on any atom: 0.98 eV/Å
LUMO: 3.50 eV

Atoms and positions in Å:
C1 0.94416 0.52972 0.83893
C2 1.95153 -0.09124 1.79879
S1 1.17492 -1.15011 3.05863
N1 0.09216 -0.50485 0.14987
H1 0.25788 1.19420 1.37409
H2 1.46978 1.12762 0.09356
H3 2.68582 -0.62901 1.18014
H4 2.49990 0.72366 2.28564
H5 0.51222 -1.38002 0.47169
H6 -0.73639 -0.55809 0.74402
H7 -3.62849 -0.31140 -1.35668
H8 -2.75568 0.72001 -2.07790
O1 -3.62795 0.60420 -1.65859
H9 -0.07566 0.20608 -1.61789
H10 -0.38589 -0.71536 -2.72548
O2 -0.37831 0.23460 -2.55883

Atomic partial charges in e from the Mulliken method, atoms 1 to 6: number 1, C, carries -0.461; number 2, C, carries -0.845; number 3, S, carries -0.638; number 4, N, carries -0.621; number 5, H, carries 0.263; number 6, H, carries 0.277

***

Entry 2:
Molecular formula: C3H5BrS
Method: DFT, the ωB97M-V functional and the def2-TZVPD basis

HOMO level: -9.102 eV
SMILES: C/C(Br)=C\S
Total charge: 0
Calculated total energy: -84066.889 eV
Gap between HOMO and LUMO: 9.504 eV
Energy above the lowest of the compared OMol25 structures with the same formula, charge and spin: 230.5 kJ/mol
Strongest force on any atom: 3.55 eV/Å
LUMO: 0.40 eV

Atoms and positions in Å:
C1 0.91352 0.14804 0.84396
C2 0.15599 -0.48887 -0.07693
C3 -1.19754 -0.23585 -0.63106
S1 1.16231 1.80016 1.76099
Br1 0.94458 -2.07144 -0.89788
H1 1.98288 -0.21814 0.80361
H2 0.83635 1.65016 0.47273
H3 -1.21543 -0.57653 -1.67623
H4 -1.53464 0.76815 -0.38124
H5 -2.04801 -0.77568 -0.21794

Atomic partial charges in e from the Mulliken method, atoms 1 to 6: number 1, C, carries -0.564; number 2, C, carries 0.635; number 3, C, carries -1.124; number 4, S, carries -0.184; number 5, Br, carries -0.184; number 6, H, carries 0.319

***

Entry 3:
Molecular formula: C31H15FeN5O5S4
Method: DFT, the ωB97M-V functional and the def2-TZVPD basis

HOMO level: -1.497 eV
Total charge: -2
Calculated total energy: -127811.845 eV
Gap between HOMO and LUMO: 4.888 eV
Energy above the lowest of the compared OMol25 structures with the same formula, charge and spin: 0.0 kJ/mol
Strongest force on any atom: 0.41 eV/Å
LUMO: 3.39 eV

Atoms and positions in Å:
Fe1 -0.86534 0.01212 -0.10665
O1 -4.91442 1.41152 -4.28604
C1 -3.94319 1.13007 -3.36139
C2 -3.27208 2.14505 -2.68719
C3 -2.31012 1.78214 -1.76451
N1 -2.04531 0.50413 -1.54609
C4 -2.66275 -0.48118 -2.18834
C5 -3.63729 -0.20691 -3.12770
C6 -2.14239 -1.86912 -1.79055
O2 -2.54710 -2.84600 -2.41699
O3 -1.27651 -1.82944 -0.85482
C7 -1.40979 2.73022 -0.95705
O4 -1.49268 3.93554 -1.20450
O5 -0.62325 2.12263 -0.17017
H1 -5.06075 2.36283 -4.28075
H2 -3.46929 3.19736 -2.85496
H3 -4.13745 -1.01268 -3.64488
S1 -1.13168 1.38008 3.43306
C8 -2.52528 0.56281 2.90390
S2 -2.72500 -0.07555 1.29945
C9 -3.58917 0.31429 3.80686
C10 -3.50278 0.65653 5.18065
N2 -3.49417 0.87399 6.31822
C11 -4.79776 -0.33525 3.44182
N3 -5.80980 -0.84896 3.21593
S3 -0.81725 -1.64351 5.30452
C12 -0.41062 -2.12402 6.88188
C13 0.92234 -2.39691 7.01002
C14 1.61862 -2.22610 5.79109
C15 0.80064 -1.83267 4.76025
C16 1.17898 -1.49138 3.38525
C17 0.16725 -1.08186 2.47715
N4 0.43123 -0.68374 1.25281
C18 1.71602 -0.68707 0.84515
C19 2.78787 -1.08455 1.64340
C20 4.10774 -1.02923 1.08380
C21 4.32484 -0.60592 -0.18461
C22 3.23020 -0.20920 -1.02554
C23 3.36065 0.24061 -2.34612
C24 2.23904 0.59782 -3.06696
C25 0.98269 0.48725 -2.43449
N5 0.83423 0.06482 -1.20326
C26 1.93581 -0.26671 -0.50011
C27 2.33244 1.08742 -4.44929
C28 3.44799 1.19124 -5.23761
C29 3.17553 1.71702 -6.52565
C30 1.85564 2.00419 -6.69828
S4 0.94377 1.64380 -5.30111
C31 2.48393 -1.49932 2.95267
H4 -1.16811 -2.13936 7.64833
H5 1.38790 -2.68814 7.94109
H6 2.68498 -2.36861 5.68518
H7 -0.88162 -1.15504 2.72017
H8 4.94282 -1.32806 1.70756
H9 5.33006 -0.56114 -0.58707
H10 4.34935 0.31224 -2.78360
H11 0.06735 0.75588 -2.94974
H12 4.43511 0.90033 -4.90961
H13 3.92671 1.87339 -7.28653
H14 1.37299 2.41208 -7.57116
H15 3.28821 -1.80175 3.61309

Atomic partial charges in e from the Mulliken method, atoms 1 to 6: number 1, Fe, carries -0.122; number 2, O, carries -0.573; number 3, C, carries 1.245; number 4, C, carries -0.707; number 5, C, carries -0.219; number 6, N, carries 0.734

***

What did the third record say?
Molecular formula: C31H15FeN5O5S4
Method: DFT, the ωB97M-V functional and the def2-TZVPD basis

HOMO level: -1.497 eV
Total charge: -2
Calculated total energy: -127811.845 eV
Gap between HOMO and LUMO: 4.888 eV
Energy above the lowest of the compared OMol25 structures with the same formula, charge and spin: 0.0 kJ/mol
Strongest force on any atom: 0.41 eV/Å
LUMO: 3.39 eV

Atoms and positions in Å:
Fe1 -0.86534 0.01212 -0.10665
O1 -4.91442 1.41152 -4.28604
C1 -3.94319 1.13007 -3.36139
C2 -3.27208 2.14505 -2.68719
C3 -2.31012 1.78214 -1.76451
N1 -2.04531 0.50413 -1.54609
C4 -2.66275 -0.48118 -2.18834
C5 -3.63729 -0.20691 -3.12770
C6 -2.14239 -1.86912 -1.79055
O2 -2.54710 -2.84600 -2.41699
O3 -1.27651 -1.82944 -0.85482
C7 -1.40979 2.73022 -0.95705
O4 -1.49268 3.93554 -1.20450
O5 -0.62325 2.12263 -0.17017
H1 -5.06075 2.36283 -4.28075
H2 -3.46929 3.19736 -2.85496
H3 -4.13745 -1.01268 -3.64488
S1 -1.13168 1.38008 3.43306
C8 -2.52528 0.56281 2.90390
S2 -2.72500 -0.07555 1.29945
C9 -3.58917 0.31429 3.80686
C10 -3.50278 0.65653 5.18065
N2 -3.49417 0.87399 6.31822
C11 -4.79776 -0.33525 3.44182
N3 -5.80980 -0.84896 3.21593
S3 -0.81725 -1.64351 5.30452
C12 -0.41062 -2.12402 6.88188
C13 0.92234 -2.39691 7.01002
C14 1.61862 -2.22610 5.79109
C15 0.80064 -1.83267 4.76025
C16 1.17898 -1.49138 3.38525
C17 0.16725 -1.08186 2.47715
N4 0.43123 -0.68374 1.25281
C18 1.71602 -0.68707 0.84515
C19 2.78787 -1.08455 1.64340
C20 4.10774 -1.02923 1.08380
C21 4.32484 -0.60592 -0.18461
C22 3.23020 -0.20920 -1.02554
C23 3.36065 0.24061 -2.34612
C24 2.23904 0.59782 -3.06696
C25 0.98269 0.48725 -2.43449
N5 0.83423 0.06482 -1.20326
C26 1.93581 -0.26671 -0.50011
C27 2.33244 1.08742 -4.44929
C28 3.44799 1.19124 -5.23761
C29 3.17553 1.71702 -6.52565
C30 1.85564 2.00419 -6.69828
S4 0.94377 1.64380 -5.30111
C31 2.48393 -1.49932 2.95267
H4 -1.16811 -2.13936 7.64833
H5 1.38790 -2.68814 7.94109
H6 2.68498 -2.36861 5.68518
H7 -0.88162 -1.15504 2.72017
H8 4.94282 -1.32806 1.70756
H9 5.33006 -0.56114 -0.58707
H10 4.34935 0.31224 -2.78360
H11 0.06735 0.75588 -2.94974
H12 4.43511 0.90033 -4.90961
H13 3.92671 1.87339 -7.28653
H14 1.37299 2.41208 -7.57116
H15 3.28821 -1.80175 3.61309

Atomic partial charges in e from the Mulliken method, atoms 1 to 6: number 1, Fe, carries -0.122; number 2, O, carries -0.573; number 3, C, carries 1.245; number 4, C, carries -0.707; number 5, C, carries -0.219; number 6, N, carries 0.734

***

Among the records above, which one has the lowest HOMO level? C3H5BrS